{
  "formula": "C4H21NO7",
  "method": "ωB97M-V/def2-TZVPD",
  "symbols": ["C", "C", "N", "C", "C", "O", "H", "H", "H", "H", "H", "H", "H", "H", "H", "O", "H", "H", "O", "H", "H", "O", "H", "H", "O", "H", "H", "O", "H", "H", "O", "H", "H"],
  "coordinates": [[0.162050, -2.439589, 2.562011], [0.508532, -2.733396, 1.133387], [0.641172, -1.463911, 0.392883], [1.846883, -0.841173, 0.167080], [3.161480, -1.500998, 0.286643], [1.782386, 0.338205, -0.164230], [-0.296438, -3.312580, 3.001692], [-0.677602, -1.713585, 2.618701], [0.943648, -2.081861, 3.223984], [1.411689, -3.307263, 0.940576], [-0.245184, -3.301074, 0.584398], [-0.163193, -0.864882, 0.478612], [3.622110, -1.010584, 1.154975], [3.230254, -2.570317, 0.474377], [3.695959, -1.187439, -0.627977], [-3.840114, 0.592868, -0.436793], [-4.193245, 0.374170, -1.320401], [-3.068681, 0.020247, -0.500967], [-1.873056, 2.023406, 1.305906], [-1.836205, 1.142666, 0.891786], [-2.823086, 2.182086, 1.192895], [-1.059249, 0.707886, -0.888683], [-0.392112, 1.334724, -0.548335], [-0.707377, 0.956600, -1.783519], [0.606235, 0.107609, -2.827771], [0.192389, -0.372257, -3.559622], [0.849450, 0.963057, -3.228248], [0.848323, 3.132983, -0.044787], [0.300742, 2.349188, 0.093377], [1.408626, 3.186179, 0.726582], [-1.282870, 3.060371, -2.157496], [-0.849607, 3.664450, -1.542205], [-1.903908, 2.564211, -1.598832]],
  "forces_ev_per_a": [[-1.48, -0.20, 0.57], [0.25, 0.99, -1.46], [1.40, -1.51, 0.60], [-2.77, 1.19, -0.31], [0.94, 0.12, 0.09], [0.82, 0.12, 0.20], [0.15, -0.54, 0.42], [0.59, -0.10, -0.24], [0.34, 0.02, -0.27], [0.14, 0.01, 0.53], [-0.38, -0.08, 0.51], [0.18, 0.36, -0.46], [0.18, -0.04, -0.31], [-0.25, 0.03, -0.32], [0.03, -0.38, 0.57], [-0.38, -0.71, -1.08], [-0.41, 0.58, 0.54], [0.56, 0.20, 0.47], [-0.60, -0.61, 0.01], [0.26, 0.54, 0.19], [0.22, 0.33, 0.14], [1.03, 1.09, -0.77], [-0.59, -1.11, 0.77], [-0.88, -1.50, -0.07], [0.09, 0.42, -1.01], [0.10, 0.05, 0.16], [0.09, -0.40, 0.24], [-0.44, 0.25, -0.52], [0.65, 0.74, 0.67], [0.19, -0.14, 0.27], [-0.30, 0.06, -0.01], [0.13, 0.01, 0.00], [0.14, 0.23, -0.13]],
  "mulliken_charge": [-1.005, -0.525, 0.049, 0.704, -1.211, -0.553, 0.382, 0.261, 0.269, 0.325, 0.313, 0.131, 0.280, 0.399, 0.294, -0.617, 0.313, 0.263, -0.617, 0.269, 0.322, -0.418, -0.075, 0.392, -0.589, 0.276, 0.310, -0.564, 0.332, 0.272, -0.673, 0.310, 0.381],
  "e_above_lowest_ev": 1.200,
  "energy_ha": -746.4106,
  "homo_lumo_gap_ha": 0.3576,
  "charge": 0,
  "largest_force_ha_per_bohr": 0.0589
}